Here is 2 unconnected molecules or ions with the total composition C5H9NO2 from the Open Molecules 2025 dataset. Energies are from ωB97M-V/def2-TZVPD.

The HOMO energy (alpha / beta) comes out at -7.571 / -7.571 eV. The relative energy (zero: lowest compared OMol25 entry of this formula, charge and spin) comes out at 77.7 kcal/mol. The total energy comes out at -401.052962 Eh. The SMILES is CC(N)=O.CC=C=O. Its largest force on an atom is 0.12377 hartree/bohr. For the frontier orbital gap (alpha / beta), the calculation gives 7.79 / 7.80 eV. As for the spin multiplicity: 1. The value obtained for the LUMO energy (alpha / beta) is 0.22 / 0.22 eV.

XYZ file:
```
17
Properties=species:S:1:pos:R:3:nbo_charge:R:1
C 0.52289 -1.52201 -0.83100 -0.7033
C 1.07419 -0.16961 -0.41991 0.6542
N 2.34635 -0.23493 0.08216 -0.7939
O 0.76520 0.89697 -1.07779 -0.7163
H 0.72127 -2.28945 -0.07953 0.2156
H -0.55036 -1.44765 -0.99995 0.2305
H 0.99844 -1.80834 -1.77373 0.2525
H 2.79654 0.64511 0.28316 0.4031
H 2.65226 -1.03735 0.61251 0.3906
C -2.16121 0.98468 -0.06922 -0.6258
C -0.86942 1.18281 0.63931 -0.2944
C -0.23138 0.19875 1.35284 0.5525
O -0.11799 -0.41935 2.36557 -0.4938
H -2.36281 -0.06690 -0.27621 0.2181
H -2.96495 1.36811 0.57105 0.2263
H -2.17769 1.54174 -1.00752 0.2298
H -0.44132 2.17743 0.62824 0.2542
```

Here is a molecular structure, C5H9F from the Open Molecules 2025 dataset. Energies are from ωB97M-V/def2-TZVPD.

The HOMO energy comes out at -9.616 eV. The relative energy (zero: lowest compared OMol25 entry of this formula, charge and spin) comes out at 83.2 kcal/mol. The total energy comes out at -295.627578 Eh. Its largest force on an atom is 0.12356 hartree/bohr. For the frontier orbital gap, the calculation gives 10.66 eV. As for the spin multiplicity: 1. The value obtained for the LUMO energy is 1.04 eV.

XYZ file:
```
15
Properties=species:S:1:pos:R:3:nbo_charge:R:1
C 1.44285 -0.71143 -0.64184 -0.6367
C 1.31786 0.53119 0.34897 -0.4522
C -0.11474 0.91030 0.45227 0.1299
C -1.07570 -0.21590 0.56073 -0.2205
C -2.11348 -0.41714 -0.30801 -0.3810
H 1.00975 -1.59301 -0.09910 0.2237
H 2.60093 -0.69238 -1.22671 0.2400
H 0.43194 -0.47447 -1.57030 0.2123
H 1.67573 -0.01855 1.35302 0.2181
H 1.94407 1.47170 0.17316 0.2316
H -0.28242 1.58746 1.28704 0.1860
H -1.17542 -0.91431 1.52602 0.2074
H -2.55018 -1.22155 0.01788 0.1805
H -2.47849 0.31187 -1.13698 0.2318
F -0.63270 1.44622 -0.73614 -0.3708
```

Here is a molecular structure, C42H41N4OP2SW from the Open Molecules 2025 dataset. Energies are from ωB97M-V/def2-TZVPD.

The HOMO energy (alpha / beta) comes out at -14.586 / -14.586 eV. The relative energy (zero: lowest compared OMol25 entry of this formula, charge and spin) comes out at 34.1 kcal/mol. The total energy comes out at -3066.405512 Eh. Its net charge is +3. Its largest force on an atom is 0.02872 hartree/bohr. For the frontier orbital gap (alpha / beta), the calculation gives 4.48 / 4.48 eV. As for the spin multiplicity: 1. The value obtained for the LUMO energy (alpha / beta) is -10.11 / -10.10 eV.

XYZ file:
```
92
Properties=species:S:1:pos:R:3:lowdin_charge:R:1
W 0.77410 1.09653 0.92460 1.4640
C 1.68574 3.42808 4.56413 0.0268
C 1.40681 2.94603 3.19081 -0.1959
N 1.15072 1.70578 2.89906 -0.0895
N 1.04039 0.80684 3.93892 0.1344
C 0.81072 -0.36099 3.44076 -0.3327
O 0.83068 -0.52316 2.09310 -0.2300
C 0.38408 -1.45300 4.30837 -0.1599
C 0.00870 -1.20874 5.63004 -0.0053
C -0.41138 -2.26167 6.42132 -0.0364
C -0.44615 -3.55383 5.90744 -0.0295
C -0.04388 -3.80386 4.60143 -0.0479
C 0.37208 -2.75402 3.80152 -0.0306
C 1.37643 3.85207 2.03923 -0.1878
C 1.66302 5.19610 2.16947 0.0461
C 1.59183 6.02228 1.05665 0.0267
C 1.22428 5.45934 -0.14985 0.0125
C 0.96123 4.10325 -0.22180 -0.0964
N 1.03732 3.28472 0.84414 -0.0558
H 1.43398 2.67946 5.30496 0.0883
H 1.13752 4.34933 4.76068 0.1067
H 2.75432 3.65438 4.64959 0.1270
H 0.04092 -0.20467 6.03033 0.1171
H -0.70744 -2.07991 7.44529 0.1220
H -0.77639 -4.37199 6.53428 0.1236
H -0.03522 -4.81691 4.22123 0.1161
H 0.72917 -2.94486 2.80015 0.1080
H 1.94459 5.59124 3.13451 0.1333
H 1.81513 7.07808 1.13616 0.1417
H 1.14079 6.05381 -1.04955 0.1360
H 0.67976 3.66126 -1.16380 0.0731
C -3.13051 -3.79270 -4.86060 -0.3869
S -3.69087 -2.17569 -4.27322 0.8244
C -2.40002 -1.13021 -4.98652 -0.4872
C -1.15852 -0.98900 -4.10356 -0.2427
C -1.54033 -0.33196 -2.79417 -0.2348
N -0.43274 -0.23665 -1.78834 -0.3897
P -0.64423 -0.69603 -0.18428 0.9476
C -0.72816 -2.46037 -0.13573 -0.3114
C -1.36681 -3.07357 0.94845 -0.0911
C -1.48689 -4.45162 0.97963 -0.0378
C -0.97265 -5.21614 -0.06185 -0.0187
C -0.33618 -4.60954 -1.13820 -0.0337
C -0.20276 -3.23142 -1.17665 -0.0741
C -2.12994 -0.05698 0.55884 -0.3293
C -3.40840 -0.60683 0.50416 -0.0380
C -4.44320 -0.00395 1.20878 -0.0074
C -4.20994 1.12425 1.98789 -0.0115
C -2.94139 1.68906 2.06745 -0.0245
C -1.93238 1.07512 1.34892 -0.1419
P 0.60089 1.07198 -1.62142 0.9430
C 1.07308 1.71588 -3.19909 -0.3594
C 0.21938 2.61354 -3.85571 -0.0947
C 0.54010 3.04244 -5.13261 -0.0366
C 1.70980 2.59201 -5.73577 -0.0155
C 2.56232 1.71382 -5.07553 -0.0280
C 2.25634 1.27075 -3.79892 -0.0537
C 2.11157 0.35962 -0.86719 -0.4539
C 2.87492 1.25856 -0.06182 -0.2304
C 3.87010 0.68456 0.80679 -0.0603
C 4.11890 -0.64934 0.79231 -0.0271
C 3.45969 -1.50730 -0.14135 -0.0165
C 2.47979 -1.02758 -0.94163 -0.0908
H -3.92234 -4.50027 -4.62054 0.0400
H -2.20952 -4.12612 -4.38403 0.0260
H -3.00802 -3.77674 -5.94210 0.0465
H -2.85454 -0.15561 -5.17941 0.0807
H -2.12429 -1.54239 -5.95638 0.0869
H -0.38794 -0.40337 -4.61489 0.1101
H -0.74153 -1.98060 -3.91238 0.0997
H -2.33829 -0.91268 -2.32713 0.0730
H -1.94902 0.66790 -2.96979 0.1226
H -1.78741 -2.48416 1.75267 0.1132
H -1.99072 -4.93055 1.80881 0.1240
H -1.07468 -6.29337 -0.03694 0.1275
H 0.05424 -5.21187 -1.94756 0.1238
H 0.28479 -2.76363 -2.01982 0.0833
H -3.59799 -1.49891 -0.08162 0.1280
H -5.44057 -0.42003 1.15738 0.1319
H -5.02311 1.57450 2.54243 0.1318
H -2.75983 2.56863 2.66923 0.1273
H -0.97787 1.63862 1.45052 0.0273
H -0.69401 2.96482 -3.38763 0.1129
H -0.11576 3.72589 -5.65505 0.1256
H 1.96278 2.93500 -6.73069 0.1295
H 3.46952 1.37345 -5.55642 0.1273
H 2.92376 0.58561 -3.29475 0.1112
H 2.94609 2.30607 -0.32341 0.1090
H 4.46548 1.34170 1.42778 0.1264
H 4.87458 -1.05752 1.45093 0.1301
H 3.75048 -2.54774 -0.20745 0.1319
H 1.97088 -1.67228 -1.64403 0.0997
```

> What is the relative energy (zero: lowest compared OMol25 entry of this formula, charge and spin) in the first record?

77.7 kcal/mol

> Which formula does entry 1 have?

C5H9NO2